#one
This record from the Open Molecules 2025 dataset describes an isolated ion of composition C2H8NS2 and charge +1. The level of theory is wB97M-V/def2-TZVPD.

Atoms and positions in Å:
S1 0.460 0.238 0.998
S2 -0.568 0.826 -0.704
N1 -0.008 -2.473 0.255
C1 0.968 -1.490 0.325
C2 -0.534 2.631 -0.811
H1 1.656 -1.804 1.122
H2 -0.454 -0.151 1.926
H3 -0.592 -2.418 -0.573
H4 -0.313 -3.049 1.025
H5 1.421 -1.284 -0.640
H6 -0.409 3.323 0.003
H7 -1.577 2.803 -1.169
H8 -0.050 2.848 -1.758

Calculated values
multiplicity = 1
net charge = +1


#two
This record from the Open Molecules 2025 dataset describes a 2-piece molecular cluster, C2H8NS2 overall. The level of theory is wB97M-V/def2-TZVPD.

Atoms and positions in Å:
S1 2.695 -1.007 -0.005
S2 1.466 1.726 -0.208
N1 0.058 -0.503 -0.606
C1 -1.343 -0.049 -0.321
C2 1.203 -0.007 0.256
H1 0.225 -1.474 -0.538
H2 0.329 -0.411 2.037
H3 -1.480 0.981 -0.159
H4 0.313 2.289 0.129
H5 -1.887 -0.213 -1.144
H6 0.159 -0.218 -1.516
H7 -1.721 -0.647 0.594
H8 3.609 -0.017 0.133

Calculated values
multiplicity = 1
net charge = +1


#three
This record from the Open Molecules 2025 dataset describes an isolated ion of composition C2H8NS2 and charge +1. The level of theory is wB97M-V/def2-TZVPD.

Atoms and positions in Å:
S1 -0.946 1.599 -0.140
S2 0.879 0.915 -0.817
N1 -0.330 -2.582 1.037
C1 0.937 -0.579 0.259
C2 -0.373 -1.402 0.125
H1 0.040 -2.431 1.902
H2 -1.267 -3.114 1.116
H3 0.263 -3.286 0.742
H4 -1.072 -0.776 0.674
H5 -0.256 2.231 0.914
H6 -0.649 -1.614 -0.879
H7 1.868 -0.996 0.005
H8 1.059 -0.294 1.279

Calculated values
multiplicity = 1
net charge = +1
SMILES string = [NH3+]CCSS


#four
This record from the Open Molecules 2025 dataset describes an isolated ion of composition C2H8NS2 and charge +1. The level of theory is wB97M-V/def2-TZVPD.

Atoms and positions in Å:
S1 0.107 2.445 -2.834
S2 -0.483 1.204 -1.339
N1 -0.189 -1.750 1.110
C1 0.551 0.499 0.241
C2 -0.334 -0.287 0.982
H1 -1.641 0.489 -1.171
H2 0.131 -1.989 2.051
H3 -1.105 0.128 1.590
H4 1.373 -0.027 -0.220
H5 1.427 2.333 -2.612
H6 0.852 1.391 0.759
H7 -1.081 -2.244 1.044
H8 0.393 -2.192 0.400

Calculated values
multiplicity = 1
net charge = +1


What should be chosen as the most stable of them? Choose #three.